{"formula": "C29H63FN5O10P2", "method": "ωB97M-V/def2-TZVPD", "species": ["C", "C", "P", "C", "C", "C", "C", "C", "C", "O", "C", "C", "O", "C", "C", "C", "F", "C", "P", "O", "O", "O", "H", "H", "H", "H", "H", "H", "H", "H", "H", "H", "H", "H", "H", "H", "H", "H", "H", "H", "H", "H", "H", "H", "H", "H", "H", "H", "H", "H", "C", "O", "N", "C", "C", "H", "H", "H", "H", "H", "H", "H", "C", "O", "N", "C", "C", "H", "H", "H", "H", "H", "H", "H", "C", "O", "N", "C", "C", "H", "H", "H", "H", "H", "H", "H", "C", "O", "N", "C", "C", "H", "H", "H", "H", "H", "H", "H", "C", "O", "N", "C", "C", "H", "H", "H", "H", "H", "H", "H"], "xyz": [[4.99081, 0.41756, 3.16855], [4.37466, 0.08357, 1.85550], [4.51424, 1.43084, 0.46173], [4.98189, 3.14679, 1.15426], [3.72510, 4.05944, 1.67456], [2.65364, 3.28802, 2.64522], [1.14966, 3.89063, 2.22952], [-0.03326, 2.99123, 2.97041], [-0.51877, 1.70395, 2.05283], [0.50216, 0.64069, 1.96186], [-0.11158, -0.70033, 2.00760], [-0.37086, -1.54914, 0.59954], [-0.40502, -1.20963, 3.21900], [3.01236, 1.41250, -0.71933], [2.89928, 2.74991, -1.69491], [1.35428, 2.92522, -2.21611], [3.79275, 2.58286, -2.89448], [6.03627, 0.86202, -0.61369], [6.00424, -1.05851, -0.72462], [6.87153, -1.55083, -1.97164], [4.41322, -1.74245, -0.91302], [6.72236, -1.79467, 0.69829], [4.67811, -0.13854, 4.17216], [5.80930, 1.25937, 3.29214], [3.85990, -0.96082, 1.64897], [5.50835, 3.74147, 0.26974], [5.83104, 2.99752, 1.97668], [4.19889, 4.93442, 2.33448], [3.12646, 4.61039, 0.81906], [2.81230, 3.56999, 3.78501], [2.58025, 2.13062, 2.49102], [0.95979, 3.80369, 1.05504], [1.06255, 5.02897, 2.57736], [-1.01501, 3.62867, 3.18418], [0.40130, 2.66154, 4.01413], [-0.80094, 2.07683, 0.96687], [-1.48725, 1.18976, 2.50972], [-0.81499, -2.62472, 0.85514], [0.61209, -1.71337, -0.02454], [-1.14731, -0.97061, -0.06920], [1.97661, 1.15361, -0.18482], [3.19168, 0.50101, -1.46880], [3.23621, 3.74415, -1.17809], [1.18056, 4.05346, -2.55616], [1.25816, 2.26571, -3.20283], [0.55278, 2.66019, -1.40045], [7.03357, 1.13508, -0.02989], [6.02156, 1.39488, -1.67407], [4.12372, -2.25705, -0.09898], [6.87452, -1.06743, 1.39934], [7.14755, 4.43139, -3.33031], [7.04950, 3.40670, -2.66758], [7.29753, 4.48720, -4.69948], [7.40668, 5.74396, -5.41039], [7.34759, 3.25132, -5.45277], [7.12174, 5.42699, -2.85776], [6.58710, 5.81470, -6.13138], [8.36428, 5.76926, -5.93857], [7.35379, 6.59186, -4.72224], [6.42032, 2.69500, -5.28628], [8.18836, 2.64981, -5.09448], [7.46855, 3.45408, -6.52030], [-3.55497, 1.31324, 0.69518], [-3.03613, 2.34385, 1.10440], [-4.85009, 0.91460, 0.94815], [-5.38959, -0.32321, 0.42517], [-5.69982, 1.75879, 1.76218], [-2.99805, 0.59871, 0.06710], [-6.25365, -0.09391, -0.20520], [-5.70225, -0.95411, 1.26232], [-4.64377, -0.85838, -0.16865], [-5.78743, 2.74016, 1.28651], [-5.23889, 1.88437, 2.74648], [-6.69238, 1.31429, 1.87452], [3.83990, -2.97567, 4.59546], [4.35874, -1.94507, 5.00467], [2.54478, -3.37432, 4.84842], [2.00528, -4.61213, 4.32544], [1.69504, -2.53013, 5.66245], [4.39682, -3.69021, 3.96738], [1.14122, -4.38282, 3.69507], [1.69262, -5.24302, 5.16259], [2.75110, -5.14729, 3.73162], [1.60743, -1.54876, 5.18679], [2.15598, -2.40455, 6.64675], [0.70249, -2.97462, 5.77479], [-8.26761, -1.68661, -1.12361], [-7.11133, -1.30601, -1.25381], [-9.20571, -1.75438, -2.13139], [-10.55696, -2.21762, -1.89411], [-8.83028, -1.35026, -3.47045], [-8.65818, -2.01694, -0.14712], [-10.74556, -3.09390, -2.52111], [-11.25599, -1.41888, -2.15862], [-10.70206, -2.48879, -0.84497], [-7.99665, -1.97239, -3.80960], [-8.50448, -0.30601, -3.44899], [-9.67378, -1.45866, -4.15757], [-7.77801, -5.43696, -3.20638], [-8.60859, -4.56687, -2.97859], [-7.02691, -6.09436, -2.25564], [-6.06222, -7.11491, -2.60866], [-7.20668, -5.75550, -0.85914], [-7.56213, -5.77142, -4.23435], [-6.34454, -8.05228, -2.12061], [-5.07350, -6.80227, -2.26040], [-6.02959, -7.26896, -3.69054], [-8.24886, -5.93698, -0.57998], [-6.98435, -4.69342, -0.71904], [-6.54654, -6.35619, -0.22767]], "lowdin_charge": [0.017, -0.251, 0.992, -0.280, -0.233, -0.203, -0.197, -0.146, -0.187, -0.169, -0.278, -0.007, -0.020, -0.208, -0.291, -0.066, -0.114, -0.306, 0.672, -0.361, -0.231, -0.222, 0.080, 0.084, 0.093, 0.119, 0.110, 0.135, 0.104, 0.132, 0.079, 0.107, 0.130, 0.133, 0.124, 0.120, 0.136, 0.109, 0.085, 0.082, 0.109, 0.120, 0.127, 0.106, 0.112, 0.080, 0.114, 0.091, 0.080, 0.079, -0.319, -0.028, -0.202, -0.060, -0.041, 0.130, 0.092, 0.094, 0.086, 0.092, 0.097, 0.092, -0.324, -0.036, -0.191, -0.069, -0.042, 0.117, 0.061, 0.096, 0.088, 0.094, 0.093, 0.092, -0.311, -0.032, -0.197, -0.058, -0.044, 0.134, 0.087, 0.095, 0.086, 0.084, 0.096, 0.095, -0.302, -0.044, -0.199, -0.065, -0.051, 0.138, 0.081, 0.089, 0.086, 0.085, 0.091, 0.094, -0.302, 0.005, -0.205, -0.064, -0.045, 0.133, 0.091, 0.088, 0.086, 0.095, 0.086, 0.089], "energy_ev": -80302.381, "total_charge": 1, "molar_mass_g_mol": 722.79, "homo_lumo_gap_ev": 7.1}

***

{"formula": "C10H25F6NO9S2V", "method": "ωB97M-V/def2-TZVPD", "species": ["V", "C", "F", "F", "F", "S", "O", "O", "N", "S", "O", "O", "C", "F", "F", "F", "O", "H", "C", "C", "O", "H", "H", "H", "H", "H", "H", "C", "C", "O", "H", "H", "H", "H", "H", "H", "C", "C", "O", "H", "H", "H", "H", "H", "H", "C", "C", "O", "H", "H", "H", "H", "H", "H"], "xyz": [[-0.33616, 0.93085, 0.16709], [2.32982, 0.82195, -3.13305], [3.45180, 1.07324, -3.78847], [1.30491, 0.98403, -3.95954], [2.33679, -0.44023, -2.71191], [2.20400, 2.03640, -1.70484], [3.45947, 2.72715, -1.60054], [1.07162, 2.88425, -2.05699], [1.72092, 1.12890, -0.34962], [3.10132, 0.58773, 0.31501], [2.84182, -0.50660, 1.21741], [4.15324, 0.31917, -0.64083], [3.75821, 2.02339, 1.38510], [2.91823, 3.04990, 1.39281], [3.91926, 1.57979, 2.62923], [4.93049, 2.41109, 0.93211], [-1.11547, 2.84203, 0.01447], [-0.71945, 3.02890, -0.84079], [-4.53709, -1.13894, 0.72570], [-3.24239, -0.80551, 1.47669], [-2.51022, 0.19633, 0.78610], [-4.32299, -1.47788, -0.28452], [-5.08089, -0.19150, 0.66264], [-5.14752, -1.84302, 1.28595], [-2.58107, -1.67149, 1.55155], [-3.45491, -0.52427, 2.51352], [-3.09981, 0.94434, 0.60403], [1.22332, 0.07254, 4.19947], [-0.01354, 0.61586, 3.49457], [0.34544, 1.30430, 2.28001], [0.92638, -0.31117, 5.17807], [1.88305, 0.92714, 4.34247], [1.74066, -0.69113, 3.62892], [-0.60771, 1.31060, 4.09807], [-0.75679, -0.14457, 3.23328], [0.61876, 2.20318, 2.49685], [-0.27154, -3.43967, -0.41969], [0.44638, -2.10502, -0.47683], [-0.02323, -1.26046, 0.60709], [0.08038, -4.12575, -1.18836], [-1.34876, -3.28929, -0.43018], [0.01577, -3.90856, 0.52885], [0.29684, -1.60160, -1.43036], [1.52657, -2.15185, -0.31798], [-0.00690, -1.77509, 1.41768], [-1.24940, -0.87822, -3.79042], [-1.88954, -0.20852, -2.58974], [-0.96049, 0.66234, -1.91773], [-0.79179, -0.13907, -4.44774], [-1.96635, -1.43700, -4.39364], [-0.48489, -1.59199, -3.47619], [-2.30994, -0.94385, -1.90727], [-2.70719, 0.42012, -2.95051], [-1.06942, 1.51671, -2.35700]], "mulliken_spin": [2.925, 0.009, 0.000, 0.001, 0.000, 0.009, 0.003, 0.007, 0.006, 0.018, 0.007, -0.001, 0.002, 0.000, 0.000, 0.000, 0.002, 0.009, 0.001, 0.005, -0.020, 0.000, 0.000, 0.000, 0.001, 0.002, 0.000, -0.002, 0.009, -0.006, 0.000, 0.000, 0.001, 0.003, 0.005, 0.001, 0.001, 0.010, -0.037, 0.000, 0.001, 0.000, 0.013, -0.004, 0.013, -0.002, 0.010, -0.014, 0.000, 0.000, 0.000, 0.001, 0.005, 0.009], "e_above_lowest_kj_mol": 89.7, "energy_ev": -94355.690, "spin_multiplicity": 4, "molar_mass_g_mol": 532.37, "homo_lumo_gap_ev": [7.1, 8.7]}

***

{"formula": "C30H92O16", "method": "ωB97M-V/def2-TZVPD", "species": ["O", "H", "H", "O", "H", "H", "O", "H", "H", "O", "H", "H", "O", "H", "H", "O", "H", "H", "C", "C", "C", "O", "H", "H", "H", "H", "H", "H", "H", "H", "C", "C", "C", "O", "H", "H", "H", "H", "H", "H", "H", "H", "C", "C", "C", "O", "H", "H", "H", "H", "H", "H", "H", "H", "C", "C", "C", "O", "H", "H", "H", "H", "H", "H", "H", "H", "C", "C", "C", "O", "H", "H", "H", "H", "H", "H", "H", "H", "C", "C", "C", "O", "H", "H", "H", "H", "H", "H", "H", "H", "C", "C", "C", "O", "H", "H", "H", "H", "H", "H", "H", "H", "C", "C", "C", "O", "H", "H", "H", "H", "H", "H", "H", "H", "C", "C", "C", "O", "H", "H", "H", "H", "H", "H", "H", "H", "C", "C", "C", "O", "H", "H", "H", "H", "H", "H", "H", "H"], "xyz": [[0.12274, -3.62971, -0.46858], [1.04181, -3.90874, -0.43832], [-0.39079, -3.84520, 0.32876], [4.03036, -1.65700, 1.45592], [4.11754, -0.78819, 1.02180], [3.57362, -1.40024, 2.25505], [-1.58918, -3.30121, 1.85289], [-2.37592, -2.89801, 1.59400], [-1.11082, -2.66137, 2.34768], [-0.73659, -1.57557, 4.09708], [-0.30515, -0.78261, 4.46797], [-1.69439, -1.42392, 4.25416], [0.87465, 0.56676, 4.93622], [0.66249, 0.05395, 5.71261], [1.62015, 0.11534, 4.57019], [-2.90569, 1.80175, -3.87685], [-2.51090, 1.77226, -4.79479], [-3.61536, 1.17515, -3.87518], [-2.88316, -1.66920, -3.15757], [-1.97784, -2.83815, -2.82007], [-2.12118, -4.01419, -3.73878], [-0.63226, -2.36692, -2.66924], [-3.91910, -1.97936, -3.09749], [-2.72816, -1.29731, -4.23161], [-2.61188, -0.85457, -2.46707], [-2.30602, -3.19751, -1.84137], [-1.85781, -3.66971, -4.74476], [-3.06020, -4.54675, -3.72684], [-1.38844, -4.80897, -3.51763], [-0.19806, -3.01219, -2.07459], [3.23023, -3.61567, -4.23059], [2.31135, -2.67378, -3.43063], [3.26528, -1.87878, -2.53473], [1.49965, -1.84920, -4.30667], [2.80260, -4.29502, -5.01174], [3.90479, -4.21188, -3.60838], [3.87141, -2.94497, -4.81018], [1.63335, -3.37306, -2.83468], [3.91600, -1.32402, -3.19214], [3.80903, -2.61880, -1.96578], [2.70386, -1.30502, -1.82334], [0.63008, -1.79333, -3.84141], [-7.67795, 3.43267, 0.74246], [-6.30788, 3.48408, 1.40701], [-6.39667, 3.24166, 2.85646], [-5.42550, 2.51414, 0.92082], [-8.08284, 2.46661, 1.01683], [-7.71323, 3.48400, -0.33600], [-8.30714, 4.20098, 1.23415], [-5.86771, 4.48482, 1.21857], [-7.19243, 3.86104, 3.30459], [-5.45954, 3.46362, 3.34926], [-6.67923, 2.17822, 3.03726], [-5.13004, 2.69637, 0.04101], [-4.62782, -2.31448, 0.66967], [-5.32117, -0.99799, 0.94205], [-6.71522, -1.37153, 1.39665], [-4.62813, -0.25716, 1.93928], [-4.58725, -2.97920, 1.53153], [-3.59309, -2.20587, 0.37521], [-5.19585, -2.84646, -0.12269], [-5.52334, -0.35054, 0.06238], [-7.34510, -0.55945, 1.79383], [-6.63599, -2.01567, 2.25711], [-7.36960, -1.79094, 0.57442], [-4.59268, 0.68393, 1.69977], [2.42962, -6.29669, 0.86047], [2.55106, -4.91623, 1.50532], [3.72795, -4.86997, 2.52569], [2.82874, -4.06182, 0.33943], [1.57764, -6.42668, 0.21024], [2.39104, -7.08049, 1.65832], [3.35684, -6.42127, 0.28806], [1.61920, -4.49829, 1.89532], [3.51214, -5.08692, 3.60497], [4.17406, -3.86237, 2.54639], [4.57592, -5.48809, 2.25165], [2.95914, -3.12966, 0.65332], [5.05401, 1.74959, 4.24786], [4.67616, 0.28550, 4.20612], [4.67443, -0.28681, 5.58742], [3.36604, 0.16411, 3.57470], [5.17210, 2.12742, 3.24171], [5.90064, 2.10657, 4.95029], [4.15366, 2.27090, 4.61247], [5.42973, -0.29760, 3.64244], [4.42927, -1.33551, 5.57277], [3.89583, 0.24149, 6.12025], [5.65208, -0.25568, 6.11005], [3.42121, 0.65611, 2.76850], [1.35660, 3.01490, -4.42888], [0.00848, 2.23124, -4.20536], [0.19387, 0.92171, -4.90124], [-0.32935, 2.13982, -2.83407], [1.45502, 3.82450, -3.69544], [1.39552, 3.52969, -5.39100], [2.17690, 2.32444, -4.29791], [-0.75805, 2.92942, -4.69917], [-0.64338, 0.22798, -4.74085], [1.13330, 0.50193, -4.50487], [0.24992, 1.14114, -5.97030], [-1.18784, 1.73054, -2.80506], [4.12423, 3.49674, 0.76389], [4.32126, 2.10505, 0.19828], [5.78810, 1.78985, 0.25695], [3.49652, 1.31310, 1.00227], [4.84621, 4.19441, 0.31425], [4.35536, 3.39911, 1.86205], [3.10449, 3.86427, 0.60958], [3.97829, 1.99754, -0.80573], [5.98774, 0.79806, -0.19661], [5.99290, 1.72697, 1.36585], [6.52904, 2.49042, -0.08695], [2.57895, 1.59552, 0.85464], [0.94478, -0.59345, 0.60138], [0.25540, 0.38259, -0.26539], [-1.26202, 0.18174, -0.31075], [0.68927, 1.72945, 0.09689], [0.85801, -1.63407, 0.26236], [0.52871, -0.50897, 1.64101], [2.00713, -0.43115, 0.58658], [0.66371, 0.12626, -1.27227], [-1.91142, 0.92511, -0.80196], [-1.60676, 0.14627, 0.78824], [-1.52788, -0.75639, -0.75932], [0.32496, 2.29370, -0.56727], [-0.09904, 5.63372, 0.54897], [-1.37717, 5.66378, -0.23122], [-1.16113, 5.37894, -1.72478], [-2.37626, 4.71706, 0.18197], [0.61897, 6.31579, 0.11843], [0.27527, 4.58639, 0.63897], [-0.32068, 6.02158, 1.55977], [-1.77000, 6.68733, -0.24331], [-0.90872, 4.39494, -2.10503], [-0.36051, 6.10221, -2.02971], [-2.11419, 5.57810, -2.19057], [-2.37971, 4.50522, 1.16397]], "lowdin_charge": [-0.061, 0.016, 0.037, -0.054, 0.032, 0.019, -0.001, -0.031, -0.005, -0.075, -0.009, 0.068, -0.031, 0.044, -0.001, -0.051, 0.075, 0.027, -0.054, -0.496, -0.050, -0.096, 0.076, 0.099, 0.055, 0.125, 0.087, 0.077, 0.088, 0.038, -0.074, -0.461, -0.042, -0.085, 0.086, 0.075, 0.071, 0.135, 0.081, 0.070, 0.056, 0.048, -0.047, -0.537, -0.064, -0.047, 0.072, 0.073, 0.091, 0.145, 0.092, 0.081, 0.099, 0.091, -0.060, -0.499, -0.082, -0.052, 0.087, 0.046, 0.099, 0.140, 0.071, 0.072, 0.101, 0.062, -0.059, -0.425, -0.047, -0.128, 0.065, 0.093, 0.086, 0.128, 0.088, 0.055, 0.071, 0.060, -0.053, -0.471, -0.061, -0.077, 0.025, 0.121, 0.095, 0.141, 0.074, 0.080, 0.100, 0.032, -0.040, -0.500, -0.062, -0.063, 0.071, 0.078, 0.066, 0.139, 0.071, 0.078, 0.096, 0.035, -0.040, -0.502, -0.038, -0.092, 0.086, 0.088, 0.076, 0.134, 0.092, 0.087, 0.079, 0.077, -0.057, -0.456, -0.029, -0.045, 0.074, 0.105, 0.040, 0.134, 0.076, 0.109, 0.040, 0.048, -0.064, -0.506, -0.053, -0.080, 0.075, 0.085, 0.085, 0.129, 0.052, 0.094, 0.071, 0.118], "e_above_lowest_kj_mol": 130.3, "energy_ev": -65361.481, "molar_mass_g_mol": 709.05, "homo_lumo_gap_ev": 9.7}

***

{"formula": "C3H3N3O", "method": "ωB97M-V/def2-TZVPD", "species": ["N", "C", "N", "N", "O", "C", "C", "H", "H", "H"], "xyz": [[-0.48178, 0.99027, 1.78367], [-0.45615, 0.54513, 0.67009], [-0.29490, -1.70888, 1.03167], [-0.51724, -1.84426, -0.03869], [1.91069, -0.44360, -0.82355], [0.96440, 0.17559, -1.26435], [-0.33632, 0.33520, -0.62199], [-0.64682, 0.57429, 2.68725], [1.03502, 0.77251, -2.20045], [-1.17689, 0.60376, -1.22363]], "nbo_charge": [-0.594, 0.549, -0.040, 0.031, -0.548, 0.414, -0.613, 0.418, 0.120, 0.263], "e_above_lowest_kj_mol": 229.9, "energy_ev": -9675.072, "smiles": "N=C=CC=O.N#N", "molar_mass_g_mol": 97.08, "homo_lumo_gap_ev": 9.5}